No. 1
10
Properties=species:S:1:pos:R:3 method="wB97M-V/def2-TZVPD" max_force_ha_per_bohr=0.059 total_energy_ev=-4243.2653 spin_multiplicity=1 smiles="C=CC=C" gap_ev=9.81 e_above_lowest_kj_mol=67.1
C -0.67302 0.52302 0.13441
C -1.87128 -0.13358 -0.01445
H 2.70054 -0.59677 -0.04062
C 1.86070 0.10748 -0.02448
C 0.57558 -0.33460 0.13502
H 1.88476 1.22333 -0.05509
H -2.86797 0.29773 -0.05128
H 0.47258 -1.45119 0.07237
H -0.38730 1.54260 -0.04982
H -1.69460 -1.17801 -0.10608

No. 2
25
Properties=species:S:1:pos:R:3 method="wB97M-V/def2-TZVPD" max_force_ha_per_bohr=0.106 total_energy_ev=-19845.2501 spin_multiplicity=1 gap_ev=8.53 e_above_lowest_kj_mol=526.4
H -1.41991 -0.86707 1.61631
H 5.13600 -0.02124 -0.04008
O -0.23738 2.68865 0.49908
H 3.83145 0.62087 0.95235
H 3.87105 -1.09729 0.77144
C -1.59432 -0.56445 0.60122
C -0.64715 0.50553 0.18960
H 3.26314 -1.03496 -1.63255
C -3.58825 -0.53725 -1.01935
H -1.45474 -1.42641 -0.02750
H -3.70114 -0.36969 1.17938
O -0.75901 1.45676 2.23202
C 1.36063 -0.48741 0.20287
C -3.08165 -0.11306 0.34245
C 3.30184 -0.05460 -1.08176
H -3.05927 0.08019 -1.78734
C 4.13822 -0.18242 0.21156
O 1.56685 -1.40323 0.87576
H 3.54524 0.71544 -1.77780
H -3.28903 -1.49259 -1.14052
O 1.84903 0.26199 -0.68847
H -4.57480 -0.21876 -0.95408
F -0.77199 0.98452 -1.04788
H -3.13108 0.95167 0.49402
N -0.55372 1.60480 1.02929